{"formula": "C31H35GeN5NaO5S2Se", "method": "ωB97M-V/def2-TZVPD", "elements": ["Na", "N", "C", "S", "N", "N", "C", "C", "C", "C", "C", "C", "N", "H", "H", "H", "H", "H", "H", "H", "O", "C", "C", "C", "C", "C", "C", "C", "O", "N", "O", "O", "H", "H", "H", "H", "C", "Ge", "C", "C", "C", "Se", "C", "H", "H", "H", "H", "H", "H", "H", "H", "H", "H", "H", "H", "H", "H", "O", "S", "C", "C", "C", "C", "C", "C", "C", "C", "C", "C", "C", "C", "H", "H", "H", "H", "H", "H", "H", "H", "H", "H"], "xyz": [[0.038, 0.106, -0.261], [-0.247, -3.373, 3.048], [0.121, -2.526, 2.028], [-0.920, -2.484, 0.656], [1.227, -1.858, 2.282], [1.531, -0.898, 1.368], [2.737, -0.483, 1.433], [3.246, 0.586, 0.567], [4.616, 0.870, 0.586], [5.107, 1.890, -0.209], [4.224, 2.595, -1.010], [2.882, 2.237, -0.974], [2.395, 1.268, -0.210], [-0.888, -4.104, 2.801], [0.475, -3.578, 3.720], [3.431, -0.921, 2.152], [5.269, 0.295, 1.230], [6.164, 2.132, -0.200], [4.550, 3.406, -1.647], [2.163, 2.763, -1.594], [-0.593, 1.542, 1.449], [-0.195, 2.689, 1.438], [-0.064, 3.571, 0.286], [0.341, 4.871, 0.548], [0.472, 5.793, -0.473], [0.176, 5.428, -1.802], [-0.216, 4.158, -2.089], [-0.323, 3.131, -1.075], [-0.587, 1.949, -1.380], [0.907, 7.130, -0.180], [1.142, 7.432, 0.985], [1.016, 7.926, -1.106], [0.100, 3.169, 2.396], [0.560, 5.171, 1.565], [0.269, 6.174, -2.579], [-0.437, 3.857, -3.106], [-4.528, -2.934, -0.728], [-3.963, -3.020, -2.595], [-2.184, -3.795, -2.762], [-5.262, -4.131, -3.577], [-3.941, -1.262, -3.474], [-2.623, 0.019, -2.810], [-3.563, 0.592, -1.213], [-4.725, -3.948, -0.373], [-5.444, -2.350, -0.622], [-3.752, -2.513, -0.090], [-2.169, -4.826, -2.407], [-1.480, -3.227, -2.156], [-1.852, -3.783, -3.803], [-5.301, -5.136, -3.154], [-4.987, -4.216, -4.630], [-6.263, -3.700, -3.521], [-4.927, -0.793, -3.485], [-3.669, -1.429, -4.520], [-3.743, -0.248, -0.547], [-4.496, 1.085, -1.479], [-2.892, 1.297, -0.726], [0.995, -0.986, -1.832], [0.967, -1.246, -3.292], [1.443, -2.971, -3.438], [1.412, -3.731, -2.281], [1.686, -5.091, -2.376], [1.978, -5.666, -3.603], [1.999, -4.887, -4.756], [1.725, -3.532, -4.677], [2.461, -0.504, -3.943], [3.588, -0.438, -3.136], [4.725, 0.185, -3.623], [4.726, 0.736, -4.900], [3.589, 0.677, -5.691], [2.441, 0.060, -5.207], [1.150, -3.262, -1.337], [1.657, -5.698, -1.481], [2.188, -6.726, -3.667], [2.227, -5.336, -5.714], [1.741, -2.914, -5.568], [3.549, -0.847, -2.132], [5.605, 0.256, -2.996], [5.616, 1.228, -5.272], [3.586, 1.127, -6.675], [1.533, 0.036, -5.798]], "forces_ev_per_angstrom": [[-0.220, 0.010, 0.371], [0.138, -0.007, -0.009], [-0.423, 0.077, 0.013], [0.076, -0.008, 0.037], [0.114, 0.046, -0.157], [0.123, -0.263, 0.155], [0.102, 0.117, 0.000], [-0.006, -0.058, 0.063], [0.003, 0.055, -0.041], [-0.025, -0.042, 0.017], [-0.029, 0.021, -0.017], [0.009, -0.004, -0.046], [0.013, -0.008, 0.057], [-0.002, -0.007, -0.020], [-0.011, -0.017, 0.015], [-0.009, -0.010, 0.007], [0.001, 0.001, 0.001], [0.002, 0.006, -0.001], [0.015, -0.006, 0.002], [-0.002, -0.008, 0.009], [-0.012, 0.077, 0.124], [-0.034, 0.012, -0.052], [0.040, 0.000, 0.034], [-0.028, -0.044, -0.096], [0.072, 0.076, 0.059], [-0.022, -0.046, -0.017], [0.020, 0.025, -0.015], [0.004, 0.011, 0.031], [-0.122, 0.153, -0.120], [-0.125, 0.007, 0.032], [0.038, -0.020, -0.006], [0.035, -0.017, -0.023], [-0.033, 0.015, 0.000], [0.004, 0.020, -0.001], [0.009, 0.008, 0.001], [-0.008, -0.006, 0.008], [-0.034, -0.052, 0.008], [0.006, 0.060, -0.008], [0.034, -0.059, 0.001], [-0.008, -0.009, -0.002], [-0.088, -0.053, -0.037], [0.072, 0.015, -0.035], [0.069, 0.016, 0.038], [-0.013, 0.011, 0.002], [0.016, 0.004, -0.004], [0.037, 0.022, -0.016], [-0.007, 0.009, -0.004], [0.026, 0.036, 0.023], [0.003, 0.009, 0.014], [0.006, 0.008, 0.003], [0.010, 0.009, 0.006], [0.008, 0.004, 0.005], [0.006, 0.021, 0.043], [0.008, 0.004, 0.002], [-0.002, -0.022, -0.002], [-0.013, -0.015, -0.009], [-0.021, 0.003, -0.001], [0.158, -0.170, -0.458], [-0.080, 0.071, 0.109], [0.032, -0.027, -0.075], [-0.010, 0.038, -0.020], [-0.008, -0.002, 0.053], [0.017, -0.010, -0.020], [0.010, 0.008, 0.011], [-0.008, -0.008, 0.024], [0.073, -0.045, -0.032], [-0.022, -0.001, 0.000], [-0.007, -0.004, 0.011], [0.030, -0.002, 0.013], [-0.028, -0.012, -0.011], [0.040, 0.015, -0.024], [-0.007, -0.027, -0.024], [0.004, -0.005, -0.009], [-0.007, 0.004, 0.000], [-0.002, -0.003, 0.006], [-0.006, -0.005, 0.003], [-0.002, 0.006, -0.004], [0.004, 0.000, -0.012], [-0.006, 0.001, -0.001], [0.004, -0.001, 0.004], [0.000, -0.007, 0.012]], "lowdin_charge": [0.07, 0.02, -0.91, 0.57, -0.04, -0.01, -0.11, -0.26, -0.04, -0.09, -0.07, -0.11, 0.15, 0.05, 0.07, 0.11, 0.10, 0.10, 0.10, 0.11, 0.02, -0.21, -0.12, 0.03, -0.18, -0.02, -0.01, -0.39, -0.09, -0.38, 0.03, 0.02, 0.12, 0.12, 0.11, 0.11, -0.22, 0.74, -0.22, -0.23, -0.64, 0.87, -0.38, 0.02, 0.02, -0.03, 0.03, -0.03, 0.02, 0.01, 0.01, 0.01, 0.01, 0.00, 0.01, 0.02, 0.00, -0.54, 1.01, -0.36, -0.07, -0.06, -0.09, -0.09, -0.08, -0.36, -0.06, -0.07, -0.08, -0.08, -0.09, 0.08, 0.11, 0.10, 0.10, 0.11, 0.12, 0.10, 0.10, 0.10, 0.11], "charge": -1, "e_above_lowest_kcal_mol": 0.0, "fmax_ha_per_bohr": 0.0100, "orbital_gap_ev": 6.608, "multiplicity": 1, "e_homo_ha": -0.1663}